Record 1
# C26H20BrI2MoN5O3S2

A molecular structure, C26H20BrI2MoN5O3S2 in a non-equilibrium geometry (the ωB97M-V functional and the def2-TZVPD basis, the Open Molecules 2025 dataset).

Properties
Spin multiplicity ... 1
Calculated total energy ... -150632.4543 eV
Frontier orbital gap (alpha / beta) ... 4.96 / 5.01 eV
Total charge ... +2
LUMO level (alpha / beta) ... -7.75 / -7.70 eV

Each line ends with the Mulliken charge.
CARTESIAN COORDINATES (ANGSTROEM)
1 Mo 1.2789 1.8138 0.7039  1.178
2 I 5.0655 1.6465 -0.0501  0.186
3 C 4.8404 3.7498 0.1085  -0.864
4 I 2.7518 4.2437 0.7284  0.266
5 H 5.0336 4.2058 -0.8594  0.407
6 H 5.5024 4.1309 0.8815  0.429
7 Br -4.1677 -3.3180 -6.5355  -0.115
8 C -4.6511 -2.1811 -5.1073  0.121
9 C -4.0229 -0.9399 -4.9818  -0.684
10 C -4.3017 -0.1399 -3.8987  -0.007
11 C -5.2579 -0.5485 -2.9522  0.355
12 C -5.9529 -1.7535 -3.1395  -0.398
13 C -5.6195 -2.5827 -4.1870  -0.457
14 N -5.5936 0.2087 -1.8614  -0.320
15 N -4.8921 1.0066 -1.2893  -0.296
16 C -3.6154 1.4105 -1.2006  0.253
17 C -3.1633 2.5837 -1.8227  -0.541
18 C -1.8590 3.0367 -1.6851  -0.831
19 C -0.9753 2.3393 -0.8697  0.695
20 O 0.2943 2.6013 -0.5753  -0.635
21 C -1.4248 1.1994 -0.1727  0.439
22 N -0.4746 0.6516 0.6379  0.159
23 C -0.8323 -0.4055 1.3724  -0.140
24 C -2.1210 -0.9288 1.3447  -1.242
25 C -3.0909 -0.3757 0.5238  -0.272
26 C -2.7470 0.7151 -0.2874  -0.187
27 H -3.3144 -0.6101 -5.7272  0.437
28 H -3.8234 0.8232 -3.8087  0.380
29 H -6.7122 -2.0307 -2.4262  0.484
30 H -6.1099 -3.5349 -4.3092  0.444
31 H -3.8510 3.1349 -2.4479  0.560
32 H -1.5367 3.9220 -2.2132  0.531
33 H -0.0673 -0.8423 2.0072  0.397
34 H -2.3606 -1.7726 1.9705  0.455
35 H -4.1023 -0.7522 0.5364  0.614
36 O 3.2400 -2.4352 3.6853  -0.610
37 C 3.0075 -1.4345 4.5272  0.316
38 C 3.1163 -1.6957 5.8976  -0.658
39 C 2.9469 -0.6901 6.8215  -0.412
40 C 2.6387 0.6114 6.4099  -0.785
41 C 2.4623 0.8796 5.0755  -0.508
42 C 2.6371 -0.1295 4.1085  0.256
43 C 2.3955 0.1683 2.7229  1.071
44 O 1.9142 1.3356 2.3303  -0.607
45 N 2.5811 -0.7008 1.7591  -0.992
46 N 2.1558 -0.2049 0.5813  0.727
47 C 2.5155 -0.8065 -0.5183  -0.217
48 S 3.7260 -2.0389 -0.5922  0.083
49 C 3.5275 -2.3385 -2.3882  -0.594
50 C 3.0831 -1.0585 -3.0555  -0.610
51 S 1.8004 -0.2676 -2.0046  -0.008
52 H 3.1904 -2.1415 2.7569  0.504
53 H 3.3462 -2.7062 6.1954  0.471
54 H 3.0457 -0.9098 7.8732  0.422
55 H 2.5359 1.3945 7.1430  0.439
56 H 2.1873 1.8705 4.7375  0.397
57 H 2.8020 -3.1440 -2.5050  0.346
58 H 4.4919 -2.6625 -2.7781  0.431
59 H 2.6247 -1.2545 -4.0225  0.412
60 H 3.8993 -0.3467 -3.1664  0.323

=====

Record 2
# C26H20BrN3O5Sm

A molecular structure, C26H20BrN3O5Sm (the ωB97M-V functional and the def2-TZVPD basis, the Open Molecules 2025 dataset).

Properties
Spin multiplicity ... 6
ΔE to the lowest compared entry with this formula, charge and spin ... 0.365 eV
Calculated total energy ... -129939.7739 eV
Frontier orbital gap (alpha / beta) ... 7.65 / 7.65 eV
Total charge ... +1
<S²> ... 8.7596
LUMO level (alpha / beta) ... -4.02 / -4.02 eV

Each line ends with the Mulliken charge.
CARTESIAN COORDINATES (ANGSTROEM)
1 Sm -0.5135 -0.9662 0.3427  0.735
2 O -2.2717 2.2594 5.5655  -0.513
3 C -1.9674 1.5685 4.4564  0.948
4 C -2.9267 0.8611 3.7239  -0.599
5 C -2.4868 0.1808 2.6091  0.086
6 N -1.2164 0.2172 2.2385  0.020
7 C -0.2874 0.8403 2.9568  0.476
8 C -0.6158 1.5554 4.0824  -0.714
9 C 1.1099 0.5315 2.4164  0.276
10 O 1.9963 1.3529 2.4272  -0.629
11 O 1.1154 -0.6746 1.8977  -0.642
12 C -3.2979 -0.7525 1.7239  0.249
13 O -4.4850 -0.6173 1.5627  -0.626
14 O -2.4967 -1.6284 1.1594  -0.618
15 H -3.2148 2.1916 5.7681  0.317
16 H -3.9651 0.8167 4.0257  0.463
17 H 0.1284 2.0584 4.6828  0.588
18 C -0.1647 0.4415 -3.5503  -1.707
19 C -0.8369 -0.6691 -2.7980  1.004
20 C -0.2235 -1.9041 -2.6379  -0.200
21 C -0.8892 -2.9624 -2.0093  -0.784
22 C -2.1758 -2.7893 -1.5267  -0.262
23 C -2.8003 -1.5464 -1.6650  -0.682
24 C -2.1317 -0.5026 -2.2805  -0.332
25 H -0.4545 0.4084 -4.6024  0.434
26 H 0.9205 0.3529 -3.5066  0.300
27 H -0.4536 1.4202 -3.1661  0.296
28 H 0.7814 -2.0539 -3.0140  0.460
29 H -0.3971 -3.9226 -1.9130  0.443
30 H -2.6913 -3.5946 -1.0227  0.439
31 H -3.7891 -1.3985 -1.2522  0.390
32 H -2.6220 0.4581 -2.3890  0.478
33 Br 5.8624 -4.4966 -0.8962  -0.150
34 C 4.5493 -3.1541 -0.8728  0.005
35 C 4.8616 -1.8839 -1.3308  -0.825
36 C 3.8994 -0.8856 -1.3039  -0.511
37 C 2.6281 -1.1620 -0.8218  0.067
38 C 2.3162 -2.4525 -0.4090  0.482
39 C 3.2752 -3.4495 -0.4075  -1.105
40 N 1.5970 -0.1761 -0.7490  1.181
41 C 1.8391 1.0634 -0.6451  -0.807
42 C 0.7061 2.0131 -0.4925  0.802
43 C 0.9574 3.3713 -0.4299  -0.999
44 C -0.1232 4.2282 -0.2767  -0.633
45 C -1.3966 3.6931 -0.1688  -1.057
46 C -1.5482 2.3160 -0.1983  -0.536
47 N -0.5197 1.4829 -0.3641  1.047
48 H 5.8507 -1.6691 -1.7101  0.437
49 H 4.1534 0.0985 -1.6753  0.407
50 H 1.3294 -2.7317 -0.0431  0.126
51 H 3.0367 -4.4433 -0.0568  0.491
52 H 2.8446 1.4795 -0.6105  0.452
53 H 1.9716 3.7402 -0.4932  0.550
54 H 0.0264 5.2987 -0.2324  0.464
55 H -2.2665 4.3221 -0.0435  0.495
56 H -2.5271 1.8653 -0.0742  0.521

=====

Record 3
# C26H20Cl3N2O2S2Tl

A molecular structure, C26H20Cl3N2O2S2Tl in a non-equilibrium geometry (the ωB97M-V functional and the def2-TZVPD basis, the Open Molecules 2025 dataset).

Properties
Spin multiplicity ... 1
Calculated total energy ... -98290.3164 eV
Frontier orbital gap ... 7.77 eV
LUMO level ... 0.02 eV

Each line ends with the Mulliken charge.
CARTESIAN COORDINATES (ANGSTROEM)
1 Tl -0.2925 -1.8471 -0.2240  0.558
2 C -7.3521 -4.2385 6.1517  -1.071
3 C -6.3042 -3.3101 5.6123  0.735
4 O -5.1599 -3.5967 5.3979  -0.519
5 S -6.9588 -1.6856 5.2729  -0.241
6 C -5.6046 -1.0407 4.3022  0.165
7 C -4.3931 -0.7519 4.9083  -0.258
8 C -3.3086 -0.4237 4.1208  -0.667
9 C -3.4288 -0.3867 2.7296  0.407
10 C -4.6814 -0.6092 2.1477  -0.618
11 C -5.7653 -0.9426 2.9279  -0.369
12 C -2.3028 -0.2807 1.8823  0.187
13 C -1.3524 -0.3169 1.1136  -0.982
14 H -6.9355 -4.8339 6.9613  0.301
15 H -7.6434 -4.9148 5.3486  0.279
16 H -8.2302 -3.6954 6.4924  0.357
17 H -4.2981 -0.8134 5.9829  0.427
18 H -2.3503 -0.2171 4.5729  0.421
19 H -4.7825 -0.5503 1.0735  0.412
20 H -6.7275 -1.1491 2.4844  0.422
21 Cl 1.6331 -2.6194 -8.3254  -0.212
22 C 2.5100 -2.4856 -6.8513  0.329
23 C 1.8629 -2.0935 -5.6919  -1.399
24 C 2.5873 -1.9547 -4.5218  0.350
25 C 3.9494 -2.2387 -4.4551  0.288
26 C 4.7403 -2.1553 -3.1685  -0.061
27 C 4.7264 -0.7452 -2.4994  -1.266
28 N 3.4527 -0.2720 -2.0431  0.297
29 C 2.6023 0.5847 -2.6845  -0.384
30 C 1.4705 0.6446 -1.9255  -0.438
31 N 1.6151 -0.1573 -0.8351  -0.559
32 C 2.8178 -0.6722 -0.9259  -0.319
33 O 4.5237 -3.2000 -2.2411  -0.383
34 C 3.2295 -3.6902 -1.9075  0.821
35 C 3.2457 -5.1883 -2.0015  -0.609
36 C 3.0263 -5.9037 -3.1445  0.636
37 Cl 2.6040 -5.2795 -4.6841  -0.137
38 S 3.2013 -7.6084 -2.9107  -0.182
39 C 3.5700 -7.3567 -1.2497  -0.388
40 C 3.5608 -6.0440 -0.9145  -1.072
41 C 4.5681 -2.6539 -5.6391  0.450
42 Cl 6.2466 -3.0476 -5.6841  -0.247
43 C 3.8663 -2.7643 -6.8284  -0.738
44 H 0.8020 -1.9032 -5.6965  0.439
45 H 2.0578 -1.6107 -3.6487  0.259
46 H 5.7984 -2.3082 -3.4220  0.640
47 H 5.1336 -0.0304 -3.2174  0.421
48 H 5.4018 -0.8051 -1.6414  0.396
49 H 2.8590 1.0639 -3.6062  0.431
50 H 0.5761 1.2123 -2.0828  0.469
51 H 3.2595 -1.3178 -0.1954  0.624
52 H 2.4530 -3.2952 -2.5616  0.054
53 H 3.0060 -3.4120 -0.8705  0.264
54 H 3.7776 -8.2016 -0.6243  0.438
55 H 3.7648 -5.6770 0.0753  0.396
56 H 4.3691 -3.0735 -7.7307  0.449

=====

Record 4
# C26H20Cl8F4

6 unconnected molecules or ions with the total composition C26H20Cl8F4 in a non-equilibrium geometry (the ωB97M-V functional and the def2-TZVPD basis, the Open Molecules 2025 dataset).

Properties
SMILES ... ClC(Cl)(Cl)Cl.ClC(Cl)(Cl)Cl.Fc1ccccc1.Fc1ccccc1.Fc1ccccc1.Fc1ccccc1
Spin multiplicity ... 1
ΔE to the lowest compared entry with this formula, charge and spin ... 2.340 eV
Calculated total energy ... -138332.5946 eV
Frontier orbital gap ... 9.12 eV
LUMO level ... -0.03 eV

Each line ends with the Mulliken charge.
CARTESIAN COORDINATES (ANGSTROEM)
1 F -2.7513 2.3431 -1.6081  -0.292
2 C -2.1276 1.9224 -0.4957  0.390
3 C -0.8223 1.3564 -0.5267  -0.492
4 C -0.3581 0.6972 0.5935  -0.288
5 C -1.1280 0.6725 1.7855  -0.492
6 C -2.4032 1.2583 1.7966  -0.352
7 C -2.9144 1.8381 0.6018  -0.329
8 H -0.2439 1.4306 -1.4357  0.394
9 H 0.6194 0.2597 0.4538  0.347
10 H -0.6781 0.2642 2.6784  0.362
11 H -2.9807 1.3187 2.7073  0.366
12 H -3.9280 2.1972 0.5012  0.386
13 F 2.3089 -2.8528 13.4501  -0.296
14 C 2.5774 -2.5220 12.1543  0.393
15 C 2.8786 -3.5356 11.2114  -0.307
16 C 3.0356 -3.2049 9.9047  -0.405
17 C 2.9649 -1.8131 9.6174  -0.394
18 C 2.6603 -0.8034 10.5275  -0.403
19 C 2.5025 -1.1566 11.8895  -0.354
20 H 3.1106 -4.5175 11.5966  0.370
21 H 3.3334 -4.0569 9.3116  0.353
22 H 3.1870 -1.4906 8.6109  0.318
23 H 2.6445 0.2637 10.3618  0.362
24 H 2.2353 -0.3291 12.5300  0.363
25 F -3.3941 7.0605 -11.3855  -0.293
26 C -4.4390 6.3519 -10.8702  0.321
27 C -5.6621 6.2801 -11.4771  -0.337
28 C -6.7270 5.7169 -10.8574  -0.418
29 C -6.5226 4.9389 -9.7892  -0.296
30 C -5.2447 4.8636 -9.2308  -0.422
31 C -4.2240 5.6497 -9.6880  -0.318
32 H -5.8469 6.6575 -12.4720  0.357
33 H -7.6804 5.8634 -11.3432  0.341
34 H -7.3598 4.3692 -9.4137  0.349
35 H -5.1013 4.3413 -8.2965  0.329
36 H -3.2647 5.5743 -9.1976  0.387
37 F 3.7782 -0.8683 -4.8575  -0.291
38 C 3.3891 -2.0898 -5.2168  0.423
39 C 2.1460 -2.2036 -5.9249  -0.383
40 C 1.7285 -3.3882 -6.4338  -0.351
41 C 2.4913 -4.5399 -6.2189  -0.370
42 C 3.6561 -4.4783 -5.3902  -0.418
43 C 4.1543 -3.2191 -4.9572  -0.389
44 H 1.7773 -1.2386 -6.2397  0.340
45 H 0.9104 -3.4706 -7.1341  0.342
46 H 2.2546 -5.4960 -6.6619  0.354
47 H 4.2235 -5.3859 -5.2465  0.351
48 H 5.0350 -3.1231 -4.3395  0.391
49 C 8.9962 -2.7270 1.6002  0.377
50 Cl 8.9586 -3.7587 2.9941  -0.076
51 Cl 7.3031 -2.1499 1.3002  -0.106
52 Cl 9.9196 -1.3201 1.8646  -0.079
53 Cl 9.7675 -3.5520 0.1245  -0.116
54 C -5.7214 -0.8434 9.2879  0.382
55 Cl -6.7476 -1.8249 10.2739  -0.093
56 Cl -5.7274 0.7614 10.0767  -0.103
57 Cl -4.1287 -1.6574 9.2172  -0.094
58 Cl -6.4206 -0.6337 7.6854  -0.093